Molecular formula: C4H10N3
Method: DFT, the ωB97M-V functional and the def2-TZVPD basis

Output
HOMO energy = -13.53 eV
Relative energy (zero: lowest compared OMol25 entry of this formula, charge and spin) = 115.9 kcal per mole
Charge = +1
Spin multiplicity = 1

The geometry in XYZ format:
```
17
Properties=species:S:1:pos:R:3:lowdin_charge:R:1
C 2.6929 -0.2611 0.2367 0.0206
C -2.9581 -0.2974 0.0197 -0.1140
C -1.8373 0.6406 0.2357 -0.2809
C -0.5714 0.0022 -0.2751 -0.2444
N 0.4045 0.8731 -0.5278 -0.0209
N 1.5377 1.0495 -0.4928 0.1979
N 3.9233 -0.2600 0.0030 0.1523
H 2.3894 -0.8314 1.0607 0.0819
H -3.8121 -0.1422 0.7230 0.1019
H -3.2568 -0.1898 -1.0492 0.1033
H -2.5119 -1.2880 0.2975 0.0896
H -1.5994 0.8205 1.3072 0.1303
H -2.1152 1.5562 -0.2824 0.1233
H -0.3292 -0.8910 0.3952 0.1637
H -0.8986 -0.3393 -1.2831 0.1682
H 4.6323 -0.7671 0.4729 0.1267
H 4.3099 0.3252 -0.8410 0.2003
```

***

Molecular formula: C9H15N2
Method: DFT, the ωB97M-V functional and the def2-TZVPD basis

Output
HOMO energy = -10.84 eV
Relative energy (zero: lowest compared OMol25 entry of this formula, charge and spin) = 70.9 kcal per mole
Charge = +1
Spin multiplicity = 1

The geometry in XYZ format:
```
26
Properties=species:S:1:pos:R:3:lowdin_charge:R:1
C -0.3000 0.1560 -1.6850 -0.0057
C -0.9003 1.4018 -1.6794 0.0122
C -2.2491 1.7107 -1.6763 0.0136
C -3.3309 0.8489 -1.6785 0.0128
C -3.3290 -0.5343 -1.6802 0.0133
C -2.2471 -1.3957 -1.6792 0.0133
C -0.8994 -1.0891 -1.6795 0.0117
H 0.7798 0.1519 -1.7137 0.1249
H -0.2258 2.2450 -1.6891 0.1327
H -2.4905 2.7658 -1.6774 0.1329
H -4.3061 1.3183 -1.6796 0.1329
H -4.3008 -1.0052 -1.6843 0.1316
H -2.4847 -2.4492 -1.6817 0.1319
H -0.2263 -1.9342 -1.6823 0.1313
C 0.6657 0.3954 2.5487 -0.1384
N 1.7063 0.3437 1.5429 -0.1579
N 2.5125 -0.8746 1.6188 -0.1574
C 3.9037 -0.6280 1.9366 -0.1322
H 0.1196 1.3381 2.5095 0.0723
H -0.0298 -0.4336 2.4207 0.0612
H 1.1192 0.3030 3.5338 0.0778
H 1.3128 0.4595 0.6015 0.0663
H 2.4115 -1.4369 0.7648 0.0979
H 4.4621 -1.5588 2.0414 0.0790
H 4.3672 -0.0104 1.1678 0.0669
H 3.9594 -0.0881 2.8799 0.0751
```

***

Molecular formula: C2H9N2OP
Method: DFT, the ωB97M-V functional and the def2-TZVPD basis

Output
HOMO energy = -9.33 eV
Relative energy (zero: lowest compared OMol25 entry of this formula, charge and spin) = 30.2 kcal per mole
SMILES = CNP=O.CN
Charge = 0
Spin multiplicity = 1

The geometry in XYZ format:
```
15
Properties=species:S:1:pos:R:3:lowdin_charge:R:1
C -1.4568 -0.9383 -0.4554 -0.2199
C 2.1058 1.1572 0.3781 -0.2014
N -1.7494 -0.3857 0.8890 -0.0584
N 2.1669 -0.0349 -0.3920 -0.2924
O 1.8191 -2.6205 -0.5396 -0.4809
P 1.8103 -1.4748 0.3695 0.7782
H -0.6146 -1.5195 -0.3357 -0.0515
H -2.2865 -1.6202 -1.0001 0.1091
H -1.1662 -0.1609 -1.2104 0.0740
H 3.0008 1.7355 0.3422 0.0722
H 1.4457 1.9168 0.0975 0.0565
H 1.7522 0.7682 1.2928 0.0278
H -1.8495 -1.2236 1.4128 0.0397
H 2.4985 -0.0742 -1.3466 0.0933
H -2.5001 0.2833 0.9960 0.0538
```

***

Molecular formula: C16H19ClN2O4S
Method: DFT, the ωB97M-V functional and the def2-TZVPD basis

Output
HOMO energy = -8.82 eV
Relative energy (zero: lowest compared OMol25 entry of this formula, charge and spin) = 22.8 kcal per mole
SMILES = O=S(=O)(NC[C@H](c1ccco1)N1CCOCC1)c1ccc(Cl)cc1
Charge = 0
Spin multiplicity = 1

The geometry in XYZ format:
```
43
Properties=species:S:1:pos:R:3:lowdin_charge:R:1
O -1.8601 -3.5318 0.9977 -0.2858
S -1.5272 -2.1447 0.8865 0.6628
O -0.9289 -1.5029 2.0247 -0.2884
N -0.5678 -2.0221 -0.4880 -0.1216
H 0.1439 -2.7378 -0.4731 0.1031
C -0.0906 -0.7046 -0.8303 -0.1642
H -0.9789 -0.0714 -0.8801 0.1155
H 0.3519 -0.7338 -1.8284 0.1336
C 0.9329 -0.0874 0.1597 -0.2336
C 0.4281 1.2486 0.5979 -0.2814
C 0.0786 1.6969 1.8379 -0.0261
C -0.4185 3.0118 1.6579 -0.0561
C -0.3356 3.2605 0.3242 -0.1127
O 0.1705 2.1987 -0.3274 0.0560
H -0.5900 4.1197 -0.2640 0.1189
H -0.7820 3.6728 2.4176 0.1004
H 0.1563 1.1484 2.7536 0.1177
N 2.2501 -0.0007 -0.4740 -0.1208
C 2.8443 -1.3163 -0.6528 -0.1609
H 2.1748 -1.9479 -1.2386 0.1137
C 4.1674 -1.1710 -1.4065 -0.1946
H 4.6582 -2.1401 -1.5117 0.1267
O 5.0678 -0.3430 -0.7137 -0.1285
C 4.4964 0.9261 -0.5034 -0.1908
C 3.1835 0.8301 0.2730 -0.1503
H 2.7647 1.8301 0.3873 0.1253
H 3.3808 0.4111 1.2750 0.1394
H 5.2321 1.5052 0.0569 0.1268
H 4.3037 1.4130 -1.4711 0.1291
H 3.9653 -0.7508 -2.4036 0.1287
H 3.0322 -1.8036 0.3212 0.1383
H 0.9710 -0.7185 1.0642 0.1399
C -2.9489 -1.1991 0.3680 -0.2829
C -3.8426 -1.7700 -0.5170 -0.0418
C -4.9328 -1.0362 -0.9501 -0.0842
C -5.1014 0.2634 -0.4876 -0.6649
C -4.2025 0.8341 0.4043 -0.0799
C -3.1178 0.0901 0.8357 -0.0471
H -2.3997 0.4913 1.5338 0.1056
H -4.3527 1.8433 0.7538 0.1098
Cl -6.4535 1.1825 -1.0278 0.6950
H -5.6475 -1.4604 -1.6374 0.1091
H -3.6757 -2.7832 -0.8445 0.1210
```

***

Molecular formula: C21H30N2O5
Method: DFT, the ωB97M-V functional and the def2-TZVPD basis

Output
HOMO energy = -7.62 eV
Relative energy (zero: lowest compared OMol25 entry of this formula, charge and spin) = 33.7 kcal per mole
SMILES = CCOCCCNC(=O)c1cn(CC(C)C)c(=O)c2cc(OC)c(OC)cc12
Charge = 0
Spin multiplicity = 1

The geometry in XYZ format:
```
58
Properties=species:S:1:pos:R:3:lowdin_charge:R:1
C -2.2277 -0.3834 -2.8123 -0.0523
C -2.6718 -1.7731 -2.3841 -0.2704
O -3.5114 -1.6440 -1.2514 -0.1884
C -4.0115 -2.8594 -0.7316 -0.2150
C -3.0099 -3.6478 0.1227 -0.1488
H -3.4858 -4.5799 0.4291 0.1155
H -2.1284 -3.8971 -0.4704 0.1110
C -2.5759 -2.8684 1.3674 -0.1679
N -1.8703 -1.6644 1.0011 0.0729
C -0.5693 -1.4525 1.3080 -0.4342
O 0.0573 -2.2039 2.0360 0.0544
C 0.0009 -0.2240 0.6852 -0.0606
C -0.7824 0.8667 0.4754 -0.0321
N -0.3425 2.0071 -0.1137 -0.0010
C 0.9619 2.1623 -0.5740 -0.3676
O 1.2966 3.1980 -1.1233 0.0700
C 1.8374 1.0232 -0.3385 -0.0652
C 3.1714 1.1142 -0.7330 0.0796
C 4.0791 0.0932 -0.5198 -0.1790
C 3.6234 -1.0890 0.1193 -0.1677
C 2.2997 -1.1826 0.5029 0.0571
C 1.3853 -0.1463 0.2955 -0.0916
H 1.9422 -2.0664 1.0019 0.0916
O 4.5226 -2.0985 0.3250 -0.1068
C 4.0995 -3.2515 1.0138 -0.0674
H 3.3285 -3.7925 0.4570 0.1001
H 3.7226 -3.0100 2.0116 0.1031
H 4.9874 -3.8765 1.1013 0.0956
O 5.3346 0.3506 -0.9764 -0.0617
C 6.4234 -0.4907 -0.6701 -0.0756
H 6.3249 -1.4720 -1.1388 0.0919
H 7.2963 0.0199 -1.0771 0.0934
H 6.5470 -0.6163 0.4078 0.0965
H 3.5095 2.0168 -1.2168 0.1342
C -1.2293 3.1456 -0.2473 -0.1281
H -0.9960 3.6243 -1.2023 0.1293
H -2.2629 2.7920 -0.2608 0.1337
C -1.0304 4.1700 0.8798 -0.4040
C -1.8819 5.4040 0.5961 -0.0735
H -1.6065 5.8477 -0.3572 0.0790
H -2.9376 5.1404 0.5640 0.0801
H -1.7381 6.1484 1.3749 0.0775
C -1.3813 3.5728 2.2395 -0.0679
H -2.4266 3.2682 2.2651 0.0818
H -0.7601 2.7073 2.4605 0.0716
H -1.2232 4.3095 3.0234 0.0787
H 0.0246 4.4602 0.8781 0.1372
H -1.8153 0.8888 0.7931 0.1381
H -2.3241 -1.1200 0.2805 0.1046
H -3.4581 -2.6063 1.9632 0.1236
H -1.8985 -3.4670 1.9819 0.1187
H -4.3741 -3.4932 -1.5536 0.1223
H -4.8663 -2.5690 -0.1134 0.1267
H -1.7929 -2.3891 -2.1482 0.1181
H -3.2285 -2.2663 -3.1951 0.1225
H -3.0972 0.2453 -2.9837 0.0804
H -1.6480 -0.4472 -3.7283 0.0802
H -1.6125 0.0719 -2.0400 0.0555
```

***

Molecular formula: C3H6O2
Method: DFT, the ωB97M-V functional and the def2-TZVPD basis

Output
HOMO energy = -9.72 eV
Relative energy (zero: lowest compared OMol25 entry of this formula, charge and spin) = 39.2 kcal per mole
SMILES = COCC=O
Charge = 0
Spin multiplicity = 1

The geometry in XYZ format:
```
11
Properties=species:S:1:pos:R:3:lowdin_charge:R:1
C 0.9002 1.0296 0.6651 -0.1003
O 0.4925 0.6350 -0.6311 -0.1927
C -0.7574 -0.0078 -0.6673 -0.2009
C -0.5832 -1.4921 -0.3883 -0.2338
O -1.3089 -2.1461 0.3193 0.0574
H 0.6466 2.0826 0.8458 0.0900
H 0.4353 0.4179 1.4492 0.0920
H 1.9851 0.9108 0.7303 0.0902
H -1.1475 0.1064 -1.6870 0.1335
H -1.4879 0.4154 0.0368 0.1322
H 0.2939 -1.9415 -0.9012 0.1323
```

***

no.,energy (a.u.)
1,-322.2759
2,-461.0869
3,-607.6884
4,-1889.8982
5,-1303.9415
6,-268.3428